Molecular formula: C21H24N6O6S3Tc
Method: DFT, ωB97M-V with the def2-TZVPD basis set

Each line ends with the Mulliken charge.
Cartesian coordinates (Å):
Tc 0.200 0.155 0.079  -0.704
C -3.068 -0.934 -4.199  -0.246
S -3.847 -0.319 -2.690  -0.085
C -2.523 -0.182 -1.549  0.527
S -0.862 -0.266 -2.075  -0.035
N -2.942 0.038 -0.355  -1.438
N -1.942 0.161 0.603  0.864
C -2.383 0.460 1.750  -0.473
C -1.485 0.382 2.911  0.699
C -1.823 0.904 4.145  -0.830
C -0.946 0.700 5.201  -0.318
C 0.214 -0.020 4.984  -0.911
C 0.481 -0.485 3.699  0.068
N -0.349 -0.280 2.684  0.052
H -3.747 -0.677 -5.011  0.383
H -2.941 -2.012 -4.150  0.355
H -2.109 -0.448 -4.361  -0.315
H -3.447 0.648 1.866  0.468
H -2.750 1.452 4.277  0.438
H -1.172 1.098 6.183  0.434
H 0.911 -0.220 5.789  0.416
H 1.392 -1.029 3.472  0.539
C 0.163 4.498 0.479  -2.029
C 0.384 3.032 0.596  0.184
N -0.199 2.165 -0.163  1.486
O -1.125 2.679 -1.033  -0.619
C 1.302 2.457 1.546  0.354
C 2.255 3.198 2.415  -1.786
N 1.318 1.143 1.501  1.600
O 2.126 0.446 2.163  -0.935
H -0.748 4.715 -0.066  0.472
H 1.008 4.934 -0.064  0.363
H 0.122 4.954 1.468  0.459
H -1.174 1.977 -1.710  0.199
H 2.358 4.235 2.091  0.509
H 3.229 2.707 2.358  0.328
H 1.941 3.179 3.462  0.297
C -0.428 0.737 -6.850  -1.275
C 0.428 0.849 -5.613  0.754
C 1.286 -0.190 -5.251  -0.674
C 2.037 -0.126 -4.090  -0.546
C 1.933 1.002 -3.281  -0.172
C 1.109 2.063 -3.633  -0.246
C 0.363 1.979 -4.800  -0.648
S 2.815 1.052 -1.762  1.136
O 2.674 2.387 -1.247  -0.691
O 4.121 0.509 -1.990  -0.773
N 1.998 -0.013 -0.800  0.231
C 2.704 -1.265 -0.436  -0.409
C 1.661 -2.331 -0.186  0.482
O 1.896 -3.507 -0.306  -0.669
O 0.495 -1.817 0.223  -0.594
H 0.101 0.223 -7.654  0.385
H -0.735 1.719 -7.210  0.383
H -1.334 0.164 -6.636  0.178
H 1.366 -1.065 -5.891  0.396
H 2.704 -0.936 -3.809  0.429
H 1.077 2.943 -3.002  0.525
H -0.286 2.801 -5.082  0.378
H 3.200 -1.134 0.530  0.250
H 3.436 -1.582 -1.164  0.401

Force components x, y, z for each atom (eV/Å):
Tc 0.1894 -2.3156 1.0670
C 0.0303 0.0124 0.1009
S 0.0175 0.0347 -0.1284
C -0.0417 0.0395 0.0450
S 0.3428 0.3148 0.2216
N 0.1348 0.0738 0.2248
N 0.1517 -0.2368 -1.0570
C -0.2025 -0.0681 0.9071
C -0.1501 0.0419 -0.3113
C -0.1871 0.0479 0.1838
C 0.0332 0.0798 0.0655
C -0.1024 -0.0137 0.0078
C 0.0271 -0.4961 0.1037
N -0.1657 0.1024 -0.0912
H 0.0058 -0.0238 0.0346
H 0.0443 0.0037 -0.0338
H -0.0168 0.0237 -0.0566
H 0.0383 0.0460 0.0740
H 0.0820 -0.0902 -0.0298
H 0.0022 -0.0250 -0.0372
H -0.0360 0.0079 -0.0887
H -0.3369 -0.0174 0.1441
C 0.0849 0.0660 0.0736
C 0.1024 0.0291 0.0696
N 0.2309 0.4902 0.0868
O -0.2129 -0.0148 -0.3004
C -0.0734 -0.3072 -0.0986
C -0.0157 0.0791 -0.0306
N 0.5168 1.2942 -0.6495
O 0.4141 0.2875 -0.5370
H -0.0358 0.0361 -0.0045
H -0.0400 -0.0074 0.0385
H 0.0150 0.0137 -0.0431
H -0.1427 0.1045 -0.1010
H -0.0270 -0.0970 0.0588
H -0.0245 0.0075 -0.0018
H 0.0254 0.0139 -0.0357
C 0.0565 0.0298 0.0869
C -0.0501 0.0377 -0.0513
C -0.0058 -0.0875 -0.0381
C -0.0248 0.0763 0.0649
C -0.2069 0.0391 -0.1725
C 0.1654 -0.0809 -0.0454
C -0.0398 -0.0501 -0.0274
S -0.1423 -0.3286 0.3994
O -0.0964 0.0390 0.1623
O 0.1844 0.0277 -0.0447
N 0.2810 -0.1611 0.0667
C -0.4595 0.3962 0.0608
C -0.2653 0.2608 -0.0646
O -0.2602 0.1289 0.1824
O 0.0694 -0.0767 -0.2466
H -0.0028 0.0149 0.0220
H 0.0190 -0.0363 0.0142
H 0.0249 0.0129 -0.0244
H -0.0226 0.0882 0.0724
H -0.0830 0.0984 -0.0324
H -0.0486 -0.0884 -0.0306
H 0.0297 -0.0160 -0.0007
H 0.1629 0.1507 -0.0279
H 0.0373 -0.0117 -0.1962

The calculation puts the HOMO energy (spin up / spin down) at -0.308 / -0.307 Eh. Its spin multiplicity is 2. The value obtained for the LUMO energy (spin up / spin down) is -1.766 / -1.623 eV.

---

Molecular formula: C3H3NO4S
Method: DFT, ωB97M-V with the def2-TZVPD basis set

Each line ends with the Mulliken charge.
Cartesian coordinates (Å):
C 0.063 0.174 0.686  -0.453
C -1.151 0.688 1.077  -0.048
C -0.068 0.057 -0.714  -0.064
N -1.863 1.006 0.021  -0.040
O -2.685 -1.209 0.091  -0.535
O -3.975 0.466 1.237  -0.557
O -4.153 0.271 -1.195  -0.518
O -1.186 0.591 -1.075  -0.168
S -3.497 -0.048 0.012  1.211
H 0.901 -0.205 1.335  0.329
H -1.709 0.755 1.955  0.428
H 0.645 -0.145 -1.503  0.415

Force components x, y, z for each atom (eV/Å):
C 1.7469 -1.5461 -0.4003
C 0.4797 0.3856 -0.9136
C 1.5052 0.9642 2.2739
N -0.4770 0.3845 -0.7129
O -0.3760 -1.8901 -0.3194
O -0.9533 0.4373 1.0284
O -0.1973 0.2070 -0.5993
O -0.4136 0.5744 -1.4097
S 0.1902 0.0521 0.2507
H -1.1847 0.5720 -0.9963
H -0.1308 0.2545 1.6869
H -0.1894 -0.3954 0.1117

The calculation puts the HOMO energy at -0.392 Eh. Its spin multiplicity is 1. The value obtained for the LUMO energy is -0.631 eV. The energy above the lowest of the compared OMol25 structures with the same formula, charge and spin comes out at 11.85 kcal/mol.

---

Molecular formula: C4H11NO
Method: DFT, ωB97M-V with the def2-TZVPD basis set

Each line ends with the Mulliken charge.
Cartesian coordinates (Å):
C -0.797 1.388 1.742  -0.831
C -1.852 0.550 0.982  0.632
N -2.407 1.113 -0.181  -0.368
O -2.075 -0.642 1.236  -0.596
H -1.209 1.921 2.703  0.274
H -0.480 2.192 1.142  0.346
H 0.040 0.538 1.901  0.195
H -3.189 0.765 -0.582  0.197
H -2.219 2.010 -0.297  0.151
C 2.421 -0.811 -0.814  -0.782
C 1.139 -1.595 -1.319  -0.707
H 2.225 0.062 -0.222  0.272
H 3.128 -1.569 -0.372  0.238
H 3.048 -0.613 -1.705  0.271
H 1.254 -2.626 -1.388  0.344
H 0.723 -1.232 -2.221  0.281
H 0.250 -1.450 -0.603  0.081

Force components x, y, z for each atom (eV/Å):
C -0.3477 -2.2770 1.6406
C -0.6456 -1.9184 -1.0229
N 2.7567 -2.8081 3.6772
O 0.2840 2.1420 0.1495
H 0.7738 -1.6566 -1.5602
H 0.8318 0.8163 -0.9105
H -1.7000 2.5074 0.1564
H -2.6665 -1.6092 -1.2684
H 0.7425 4.7850 -0.8839
C 0.6110 -2.8930 -1.8494
C -1.1412 2.5262 2.7963
H 0.0676 0.2195 0.2550
H -0.9836 0.9464 0.5862
H -0.5409 0.7520 0.2499
H 0.5899 -1.7978 -0.1830
H 0.0090 0.4986 -1.1973
H 1.3591 -0.2333 -0.6355

The calculation puts the HOMO energy at -0.364 Eh. As for the SMILES: CC(N)=O.CC. Its spin multiplicity is 1. The value obtained for the LUMO energy is 0.818 eV. The energy above the lowest of the compared OMol25 structures with the same formula, charge and spin comes out at 32.06 kcal/mol.

---

Molecular formula: C2H7N3S
Method: DFT, ωB97M-V with the def2-TZVPD basis set

Each line ends with the Mulliken charge.
Cartesian coordinates (Å):
C -1.650 0.083 1.476  -0.857
N -0.263 0.302 0.968  -0.155
C -0.022 0.164 -0.335  0.228
S -1.119 -0.677 -1.288  -0.343
N 1.388 0.404 -0.686  -0.360
N 1.841 -0.117 -2.039  -0.502
H -1.826 0.722 2.420  0.314
H -2.420 0.359 0.689  0.327
H -1.777 -1.105 2.063  0.218
H 0.305 0.840 1.607  0.302
H 2.197 -0.116 -0.096  0.298
H 1.222 0.416 -2.703  0.268
H 2.125 -1.274 -2.077  0.261

Force components x, y, z for each atom (eV/Å):
C -0.3950 -1.5024 2.8722
N -2.1646 0.6818 1.2441
C 2.1779 -2.8383 -0.3004
S 0.6693 1.0277 -0.3787
N 1.8732 -2.8520 -0.7237
N 0.1904 -0.6824 1.2824
H 0.5152 -0.5691 -1.6054
H 1.0348 -0.9037 1.1536
H 0.2599 3.3624 -2.5503
H 0.3804 -0.0265 -0.5019
H -3.1777 1.9248 -0.8141
H 0.9255 -2.0759 0.4567
H -2.2893 4.4535 -0.1345

The calculation puts the HOMO energy at -0.304 Eh. As for the SMILES: CNC(=S)NN. Its spin multiplicity is 1. The value obtained for the LUMO energy is 0.564 eV. The energy above the lowest of the compared OMol25 structures with the same formula, charge and spin comes out at 76.35 kcal/mol.

---

Molecular formula: C3H6N2O2
Method: DFT, ωB97M-V with the def2-TZVPD basis set

Each line ends with the Mulliken charge.
Cartesian coordinates (Å):
N -1.432 0.675 -0.635  -0.324
C -1.412 -0.121 0.453  0.442
O -2.458 -0.405 1.001  -0.614
C -0.106 -0.713 1.013  -0.260
O 0.988 0.225 1.216  -0.035
C 1.943 0.395 0.352  -0.338
N 1.473 0.085 -0.972  -0.503
H -2.290 1.044 -1.042  0.214
H -0.564 0.812 -1.098  0.252
H 0.223 -1.564 0.403  0.248
H -0.358 -1.050 2.023  0.260
H 1.913 1.042 -1.087  0.406
H 2.079 -0.424 -1.625  0.253

Force components x, y, z for each atom (eV/Å):
N 0.6586 0.2076 -0.2315
C -1.2029 0.1625 0.0074
O -0.0518 -0.4898 0.6165
C -0.5439 0.1345 -0.2396
O 0.3598 -0.2726 0.0836
C -0.0176 -0.7955 0.8439
N 0.4525 1.2173 -0.2253
H 0.3604 -0.4376 0.6009
H 0.4602 0.1503 -0.5359
H -0.0862 0.3174 0.1161
H 0.0817 0.0621 -0.3339
H -0.6834 -0.1989 -1.4380
H 0.2127 -0.0575 0.7357

The calculation puts the HOMO energy at -0.329 Eh. Its spin multiplicity is 1. The value obtained for the LUMO energy is 0.696 eV. The energy above the lowest of the compared OMol25 structures with the same formula, charge and spin comes out at 101.26 kcal/mol.

---

Molecular formula: C3H10N2S
Method: DFT, ωB97M-V with the def2-TZVPD basis set

Each line ends with the Mulliken charge.
Cartesian coordinates (Å):
C -2.415 0.864 0.532  -0.762
C 0.993 1.409 -0.938  -0.780
C 1.677 -2.743 -0.441  -0.872
N 0.230 0.204 1.466  -0.714
N -1.419 0.769 -0.459  -0.384
S 0.025 0.059 -0.097  0.576
H -3.236 0.262 0.302  0.275
H -2.736 1.851 0.487  0.268
H -2.024 0.586 1.434  0.382
H 1.750 0.903 -1.514  0.290
H 0.176 1.927 -1.514  0.310
H 1.278 1.911 -0.017  0.306
H 1.479 -2.800 0.590  0.315
H 0.820 -2.832 -1.141  0.285
H 2.437 -1.969 -0.572  0.284
H 0.965 -0.400 1.883  0.222

Force components x, y, z for each atom (eV/Å):
C 0.8793 -0.3407 -1.1195
C -2.0865 -0.4570 0.1121
C -0.4215 1.2126 -0.9586
N 0.6825 -0.3461 -0.1587
N 1.0784 -0.6557 -1.3503
S -0.4709 0.6186 1.0849
H -1.5169 -1.1506 -0.5876
H -0.7842 1.9747 0.2949
H 0.6801 -0.4207 2.8079
H 0.4232 0.3571 -0.1380
H 1.4486 -0.2579 0.3068
H 0.5175 0.4565 -0.4077
H -0.5200 -0.7317 1.1913
H 1.0042 -0.0775 0.4746
H -0.0459 -0.4106 -0.7294
H -0.8678 0.2289 -0.8226

The calculation puts the HOMO energy (spin up / spin down) at -0.314 / -0.304 Eh. Its spin multiplicity is 1. The value obtained for the LUMO energy (spin up / spin down) is -1.006 / -0.132 eV. The energy above the lowest of the compared OMol25 structures with the same formula, charge and spin comes out at 144.35 kcal/mol.

---

Molecular formula: C2H3N3OS
Method: DFT, ωB97M-V with the def2-TZVPD basis set

Each line ends with the Mulliken charge.
Cartesian coordinates (Å):
N 1.957 -0.429 0.041  -0.741
N 0.497 -0.438 0.036  0.100
S -0.198 -1.891 0.113  -0.329
C -0.002 0.790 -0.016  0.159
N -1.305 1.084 -0.083  -0.394
C -2.464 0.699 0.138  0.587
O -3.578 0.558 0.294  -0.315
H 2.322 -0.830 -0.857  0.285
H 2.264 -1.225 0.669  0.313
H 0.506 1.682 -0.335  0.337

Force components x, y, z for each atom (eV/Å):
N 1.1999 -1.0402 -0.0780
N 2.1251 2.6489 -0.1961
S -1.7341 -1.5682 0.2376
C 0.0171 -1.1486 -0.9051
N -3.1900 -0.7726 0.5965
C 4.4405 0.7628 -0.6166
O -2.2098 -0.4812 0.3014
H -1.0860 0.7142 0.4898
H -1.0070 1.2938 -0.3758
H 1.4444 -0.4090 0.5463

The calculation puts the HOMO energy (spin up / spin down) at -0.296 / -0.296 Eh. As for the SMILES: N/[N+]([S-])=C/N=C=O. Its spin multiplicity is 1. The value obtained for the LUMO energy (spin up / spin down) is -0.228 / -0.229 eV. The energy above the lowest of the compared OMol25 structures with the same formula, charge and spin comes out at 44.18 kcal/mol.